Density functional theory data (ωB97M-V/def2-TZVPD) for 7 unconnected molecules or ions with the total composition C21H55NO9.

SMILES: CCN(O)C(=O)O.CC(C)O.CC(C)O.CC(C)O.CC(C)O.CC(C)O.CC(C)O
Lowest unoccupied orbital energy: 0.625 eV
Spin multiplicity: 1

Each line ends with the Löwdin charge.
Element x y z (Å)
C 0.28499 -3.21826 1.49355  -0.06
C -0.68807 -3.97195 0.55885  -0.17
N -0.09912 -5.10942 -0.16031  -0.11
O 0.55290 -4.73368 -1.33356  0.01
C 0.69825 -5.95242 0.60329  -0.58
O 1.86972 -6.14364 0.41745  0.13
O -0.01659 -6.57303 1.58607  0.11
H 0.17368 -2.14715 1.31977  0.05
H 1.33133 -3.46678 1.30701  0.07
H 0.02765 -3.38353 2.53911  0.07
H -1.04397 -3.27424 -0.18881  0.09
H -1.53419 -4.33624 1.13848  0.12
H 1.33435 -4.21115 -1.08327  0.10
H 0.39917 -6.36410 2.43541  0.13
C -3.60485 0.17690 0.98222  -0.05
C -2.17186 0.17654 0.47507  -0.47
C -1.95392 1.21701 -0.60954  -0.04
O -1.81086 -1.11474 -0.02094  -0.08
H -4.29291 -0.05533 0.16500  0.06
H -3.73647 -0.58005 1.75705  0.08
H -3.87374 1.14863 1.39824  0.08
H -1.49574 0.36679 1.31146  0.12
H -2.59296 1.00393 -1.47122  0.08
H -0.92069 1.19455 -0.95900  0.07
H -2.17817 2.22383 -0.25408  0.08
H -2.38581 -1.31516 -0.77227  0.04
C 2.07837 0.30173 3.31117  -0.05
C 1.03597 1.35559 2.98111  -0.50
C 1.52177 2.75350 3.31893  -0.05
O -0.19987 1.06461 3.63629  -0.06
H 2.30634 0.30581 4.38177  0.08
H 1.70957 -0.69477 3.05832  0.07
H 2.99793 0.48434 2.75773  0.06
H 0.80035 1.30251 1.91610  0.12
H 1.72380 2.84107 4.38998  0.08
H 0.76661 3.49815 3.06561  0.08
H 2.43871 2.99107 2.77994  0.07
H -0.06334 1.09755 4.58930  0.08
C -6.32833 -2.04217 -1.65832  -0.05
C -5.12444 -2.34184 -2.53602  -0.49
C -5.13653 -3.76984 -3.05448  -0.05
O -3.91227 -2.09027 -1.81912  -0.08
H -6.33277 -2.69753 -0.78291  0.09
H -6.29765 -1.01221 -1.30176  0.07
H -7.26008 -2.19383 -2.20423  0.08
H -5.10738 -1.64939 -3.37902  0.13
H -5.10501 -4.47710 -2.22122  0.08
H -4.26459 -3.95791 -3.68110  0.08
H -6.03607 -3.96832 -3.63826  0.08
H -3.88307 -2.68718 -1.06034  0.09
C 5.69586 4.57296 3.85711  -0.06
C 4.66536 5.64655 3.54235  -0.50
C 5.19794 7.04192 3.82910  -0.06
O 3.46082 5.40956 4.26788  -0.06
H 5.95897 4.59981 4.91844  0.08
H 5.29430 3.58286 3.63900  0.07
H 6.60791 4.71584 3.27571  0.08
H 4.38081 5.57656 2.49108  0.14
H 5.44671 7.14192 4.88946  0.08
H 4.44572 7.79430 3.59179  0.08
H 6.09636 7.25088 3.24663  0.08
H 3.66474 5.46227 5.20837  0.09
C 3.21517 -1.02930 -0.69195  -0.05
C 2.64432 0.34932 -0.40087  -0.49
C 2.37792 1.13543 -1.67424  -0.05
O 3.51537 1.07932 0.46767  -0.06
H 4.17280 -0.94234 -1.21305  0.08
H 3.38963 -1.57578 0.23567  0.08
H 2.53780 -1.61162 -1.31862  0.08
H 1.71228 0.24116 0.15728  0.12
H 3.30990 1.29061 -2.22569  0.08
H 1.96279 2.11567 -1.43898  0.08
H 1.67779 0.61007 -2.32527  0.08
H 4.35702 1.20195 0.01423  0.09
C -0.67755 -0.34909 -5.77421  -0.06
C -1.52968 0.17530 -4.62927  -0.50
C -3.00502 0.20941 -4.99557  -0.06
O -1.08391 1.47067 -4.22869  -0.06
H -0.77339 0.30209 -6.64794  0.08
H 0.37439 -0.36995 -5.48899  0.08
H -0.97983 -1.35645 -6.06363  0.08
H -1.39045 -0.46013 -3.75262  0.13
H -3.17047 0.88241 -5.84190  0.08
H -3.59708 0.57970 -4.15750  0.07
H -3.36896 -0.78245 -5.26915  0.08
H -1.18648 2.06771 -4.97815  0.09

=====

Density functional theory data (ωB97M-V/def2-TZVPD) for C5H5N3 in the gas phase at a distorted geometry.

SMILES: c1cnc2c(n1)CN2
Lowest unoccupied orbital energy: 0.731 eV
Spin multiplicity: 1

Each line ends with the natural charge from an NBO analysis.
Element x y z (Å)
C -1.79535 0.87033 -0.58493  -0.24
C -0.53688 -0.40384 0.47235  0.34
C 1.62886 -0.87649 0.51536  -0.02
C 1.92993 0.06668 -0.49593  -0.11
C -0.28208 0.53150 -0.59680  0.16
H -1.90291 1.89225 -0.32726  0.21
H -2.37039 0.66932 -1.50235  0.22
H -2.37739 -0.28855 1.33876  0.40
H 2.46152 -1.42895 0.95176  0.20
H 2.91334 0.25084 -0.82135  0.21
N -1.86826 -0.22475 0.48584  -0.58
N 0.37292 -1.08627 1.11599  -0.46
N 0.86805 0.99331 -0.95895  -0.36

=====

Density functional theory data (ωB97M-V/def2-TZVPD) for a molecular structure, C2H8N2O at a distorted geometry.

Lowest unoccupied orbital energy: -0.728 eV
Spin multiplicity: 1

Each line ends with the natural charge from an NBO analysis.
Element x y z (Å)
N -0.16515 -0.32433 -1.26916  -0.93
C -1.20817 -0.72995 -0.27683  0.10
O -1.54778 0.28702 0.55840  -0.85
H 0.08674 -1.05441 -1.92572  0.37
H -0.38558 0.56285 -1.69582  0.37
H -2.07856 -1.10775 -0.82344  0.14
H -0.73669 -1.56570 0.29486  0.10
C 1.32200 0.96771 0.73012  -0.07
N 0.73914 0.09327 1.50878  -0.50
H 0.75851 1.74799 0.25818  0.21
H 2.37543 1.14945 0.95766  0.20
H 1.21936 -0.24699 0.42886  0.44
H -0.37926 0.22085 1.25411  0.42

=====

Density functional theory data (ωB97M-V/def2-TZVPD) for C29H34N2O4 in the gas phase.

SMILES: C#Cc1ccc([C@@H]2C=C(C(=O)N3CCN(Cc4ccccc4)CC3)O[C@H](OCCCCO)C2)cc1
Lowest unoccupied orbital energy: 0.633 eV
Spin multiplicity: 1

Each line ends with the natural charge from an NBO analysis.
Element x y z (Å)
C 7.51289 2.94017 -0.99854  -0.22
C 6.73298 2.06261 -0.74730  -0.01
C 5.81540 1.02727 -0.44732  -0.14
C 4.59269 0.95122 -1.11182  -0.17
C 3.70013 -0.05962 -0.81520  -0.15
C 4.00317 -1.01019 0.15025  0.00
C 5.22902 -0.93801 0.80323  -0.21
C 6.12876 0.06722 0.51430  -0.17
H 7.07869 0.11707 1.02708  0.22
H 5.48397 -1.68131 1.54679  0.21
C 3.03722 -2.11715 0.52216  -0.27
C 1.90572 -2.23875 -0.44855  -0.22
C 0.65340 -1.89315 -0.15399  0.20
O 0.26322 -1.35507 1.05180  -0.54
C 1.31758 -0.88470 1.87202  0.38
O 1.83498 0.32909 1.44271  -0.55
C 1.08392 1.48859 1.75013  -0.05
C -0.20156 1.65795 0.94201  -0.43
C 0.05910 1.68065 -0.56120  -0.43
H 0.40890 0.70565 -0.89925  0.22
C -1.19991 2.04829 -1.33615  -0.05
O -1.48740 3.41315 -1.11521  -0.73
H -2.32311 3.62898 -1.54074  0.47
H -1.04171 1.85938 -2.40741  0.17
H -2.04152 1.42634 -0.99647  0.15
H 0.82860 2.42070 -0.78558  0.21
H -0.89324 0.84682 1.18112  0.20
H -0.66621 2.60073 1.23554  0.22
H 0.84684 1.49190 2.82561  0.16
H 1.77069 2.31087 1.53487  0.19
C 2.45803 -1.90232 1.92950  -0.43
H 2.05450 -2.84135 2.31424  0.22
H 3.22112 -1.53213 2.61242  0.23
H 0.84316 -0.77356 2.86493  0.16
C -0.40978 -2.00949 -1.20738  0.64
O -0.13360 -1.72325 -2.36293  -0.63
N -1.62525 -2.47972 -0.86121  -0.43
C -2.10814 -2.79090 0.45978  -0.21
H -1.28760 -2.84909 1.16989  0.23
C -3.10771 -1.71518 0.88932  -0.23
N -4.20579 -1.68026 -0.05789  -0.44
C -3.72582 -1.38627 -1.39627  -0.24
C -2.70562 -2.44177 -1.82333  -0.22
H -2.28504 -2.19786 -2.79960  0.25
H -3.18201 -3.42616 -1.85823  0.20
H -4.57674 -1.40484 -2.08090  0.20
H -3.24715 -0.39372 -1.45726  0.18
C -5.31069 -0.82485 0.36048  -0.23
C -4.96874 0.64431 0.43110  -0.06
C -5.17356 1.47145 -0.66709  -0.21
C -4.80406 2.80467 -0.62671  -0.23
C -4.21435 3.32977 0.51108  -0.21
C -4.00672 2.51493 1.61038  -0.22
C -4.38535 1.18452 1.57163  -0.16
H -4.23592 0.56016 2.44132  0.20
H -3.55053 2.91808 2.50244  0.21
H -3.91922 4.36766 0.54325  0.22
H -4.98311 3.43542 -1.48662  0.21
H -5.63496 1.06978 -1.55854  0.21
H -5.63803 -1.18039 1.34167  0.20
H -6.12535 -0.98317 -0.35208  0.20
H -3.50778 -1.95985 1.87596  0.20
H -2.57413 -0.75137 0.95079  0.18
H -2.62040 -3.75874 0.41484  0.20
H 2.11696 -2.61696 -1.43543  0.24
H 3.60128 -3.05928 0.52553  0.23
H 2.75692 -0.10702 -1.33644  0.22
H 4.34882 1.69043 -1.86092  0.22
H 8.19287 3.70776 -1.21970  0.23

=====

Density functional theory data (ωB97M-V/def2-TZVPD) for 2 unconnected molecules or ions with the total composition C4H6O.

SMILES: C1=CC1.C=O
Lowest unoccupied orbital energy: 0.777 eV
Spin multiplicity: 1

Each line ends with the natural charge from an NBO analysis.
Element x y z (Å)
C 0.98448 -1.04271 -0.04489  -0.43
C 0.52055 -0.10676 1.03425  -0.22
C -0.86082 1.38109 -0.82448  0.27
O -1.02880 0.58580 -1.71400  -0.52
C -0.28293 -1.07923 0.75236  -0.15
H 1.77327 -1.76318 0.17840  0.18
H 0.94129 -0.73423 -1.09458  0.19
H 0.73493 0.78400 1.60509  0.22
H -0.01180 2.09458 -0.82608  0.11
H -1.53270 1.45366 0.05205  0.11
H -1.22914 -1.58001 0.88272  0.23

=====

Density functional theory data (ωB97M-V/def2-TZVPD) for a molecular structure, C36H39N11V.

⟨S²⟩: 2.012
Lowest unoccupied orbital energy (spin up / spin down): -8.819 / -8.956 eV
Charge: +3
Spin multiplicity: 3

Each line ends with the Löwdin spin population.
Element x y z (Å)
V -0.20316 -0.40677 0.05970  1.91
C -0.19084 -3.27423 2.04476  0.00
C 0.16365 -2.02194 2.78697  0.01
C 0.67129 -2.13464 4.07879  0.00
C 1.02785 -1.00404 4.78066  0.01
C 0.82372 0.23524 4.19297  0.00
C 0.28774 0.29523 2.92229  0.00
N -0.00337 -0.81677 2.20647  0.00
C -0.02802 1.59126 2.27052  0.01
C 0.13519 2.80026 2.92468  0.00
C -0.23015 3.97142 2.28605  0.01
C -0.78023 3.89932 1.02129  0.00
C -0.92474 2.66383 0.40685  0.01
N -0.51792 1.52256 1.00939  0.00
C -1.60424 2.61375 -0.91590  0.00
C -1.27261 3.53548 -1.89759  0.00
C -1.94384 3.47230 -3.10844  0.00
C -2.92441 2.51074 -3.27823  0.00
C -3.21024 1.63356 -2.23331  0.00
C -4.28054 0.59001 -2.37296  0.00
N -2.54658 1.68065 -1.07089  0.00
H -0.39152 -4.07590 2.75189  0.00
H -1.06904 -3.14232 1.41993  0.00
H 0.63917 -3.59983 1.41613  0.00
H 0.78298 -3.11681 4.51677  0.00
H 1.44131 -1.07627 5.77796  0.00
H 1.06769 1.13223 4.74027  0.00
H 0.52295 2.84036 3.93031  0.00
H -0.11714 4.92522 2.78442  0.00
H -1.13488 4.78816 0.51963  0.00
H -0.50225 4.27615 -1.72705  0.00
H -1.71540 4.17249 -3.90172  0.00
H -3.48448 2.45037 -4.20178  0.00
H -4.79019 0.67142 -3.33040  0.00
H -3.86073 -0.41678 -2.29896  0.00
H -5.02449 0.70748 -1.58422  0.00
N -4.37872 -1.23597 0.53650  0.00
C -3.17036 -0.73372 0.65032  0.00
N -2.11496 -1.23430 0.03529  0.00
C -2.26650 -2.36649 -0.77383  0.00
N -1.21355 -2.92567 -1.29401  0.00
N -0.08154 -2.27963 -0.87893  -0.01
C 1.06308 -2.74331 -1.19707  0.02
C 2.20854 -2.02656 -0.63792  0.00
C 3.51511 -2.46117 -0.76352  0.00
C 4.51800 -1.76544 -0.10128  0.01
C 4.18117 -0.66205 0.66648  0.00
C 2.85190 -0.27687 0.73302  0.01
N 1.88281 -0.93123 0.08974  -0.01
C -3.58994 -2.91033 -0.98626  0.00
C -3.83349 -4.00234 -1.82610  0.00
C -5.11729 -4.48321 -1.96522  0.00
C -6.17243 -3.88982 -1.26596  0.00
C -5.95086 -2.81393 -0.42833  0.00
C -4.65773 -2.32998 -0.29694  0.00
H -5.14094 -0.80724 1.04423  0.00
H -3.04846 0.14069 1.27426  0.00
H 1.17424 -3.64552 -1.79144  0.00
H 3.73906 -3.34194 -1.35113  0.00
H 5.54746 -2.09141 -0.17382  0.00
H 4.93298 -0.10455 1.20741  0.00
H 2.55562 0.58681 1.31570  0.00
H -3.00421 -4.45648 -2.35042  0.00
H -5.31084 -5.32675 -2.61280  0.00
H -7.17600 -4.27728 -1.37711  0.00
H -6.76830 -2.35755 0.11684  0.00
C 2.33821 1.86487 -1.72632  0.00
N 2.04965 0.78282 -2.65744  0.00
C 3.19514 0.32478 -3.43728  0.00
C 0.79219 0.33948 -2.86362  0.01
N -0.07126 0.29086 -1.84659  0.01
N 0.42835 -0.06096 -4.09684  0.00
C -0.75408 -0.89521 -4.28025  0.00
C 0.91158 0.60125 -5.31186  0.00
H 2.71831 2.72944 -2.27552  0.00
H 3.10475 1.56435 -1.01226  0.00
H 1.43419 2.15162 -1.19602  0.00
H 4.00783 0.08939 -2.74778  0.00
H 3.55498 1.08875 -4.12833  0.00
H 2.94047 -0.57182 -3.99498  0.00
H -1.02498 0.33707 -2.19432  0.00
H -0.84500 -1.61614 -3.47065  0.00
H -0.65066 -1.43859 -5.21748  0.00
H -1.66798 -0.29287 -4.34097  0.00
H 1.50223 1.47574 -5.06050  0.00
H 0.04893 0.93013 -5.89199  0.00
H 1.50414 -0.07372 -5.92900  0.00